(one)
The following is a DFT calculation (the ωB97M-V functional and the def2-TZVPD basis) of 2 unconnected molecules or ions with the total composition H3PS2.

Output
Multiplicity: 1
HOMO (alpha / beta), eV: -9.0501 / -8.9991
Charge: 0

Geometry (Å):
P 0.01876 1.80086 0.34636
S 2.16350 -0.76840 0.35970
S 1.90771 1.03806 -0.37785
H -0.02539 0.95945 1.45688
H -0.73646 0.90903 -0.41384
H 0.91989 -2.16842 -0.93191

(two)
The following is a DFT calculation (the ωB97M-V functional and the def2-TZVPD basis) of H3PS2 in the gas phase.

Output
Multiplicity: 1
HOMO, eV: -9.2004
Charge: 0

Geometry (Å):
S -0.08544 -2.00031 1.00245
P 0.36842 -0.33252 0.18936
S -1.23376 0.98919 0.23515
H 0.83504 -0.47977 -1.12407
H 1.19551 0.56955 0.63204
H -2.19425 0.10863 0.74573

Which structure is the least stable? The one labeled (one).

(one)
The following is a DFT calculation (the ωB97M-V functional and the def2-TZVPD basis) of 2 unconnected molecules or ions with the total composition C4H12O2S2.

Output
Multiplicity: 1
HOMO, eV: -8.8125
Charge: 0

Geometry (Å):
C -0.46045 1.95336 -1.54885
S 0.68630 2.16954 -0.11761
S 0.16788 0.94070 1.34202
C 0.55028 -0.85148 1.16807
C 1.42751 -1.36399 0.04051
C 0.97667 -2.65570 -0.61624
O -0.40217 -2.77989 -0.90242
H -1.06984 1.06565 -1.38410
H -1.21701 2.73188 -1.45662
H 0.06545 1.81539 -2.48468
H 0.74915 -1.28253 2.15332
H -0.40511 -1.40720 1.05609
H 2.43642 -1.47707 0.46515
H 1.65636 -0.59144 -0.70784
H 1.68251 -2.83214 -1.44461
H 1.16339 -3.50662 0.03629
H -0.74335 -1.93086 -1.22073
O -3.12770 -0.50874 -0.08375
H -2.91147 -0.49679 0.84741
H -2.61614 0.24821 -0.33387

(two)
The following is a DFT calculation (the ωB97M-V functional and the def2-TZVPD basis) of 2 unconnected molecules or ions with the total composition C4H12O2S2.

Output
Multiplicity: 1
HOMO, eV: -8.8777
Charge: 0

Geometry (Å):
C -2.80227 1.37161 -2.51868
S -3.86681 1.56608 -1.03996
O -2.90276 2.03734 0.07201
C -4.57432 3.26030 -1.55102
H -3.47244 1.36905 -3.37832
H -2.13721 0.52401 -2.35330
H -2.14615 2.24154 -2.49005
H -5.48304 3.14247 -2.14130
H -3.78786 3.87962 -1.98234
H -4.86269 3.72154 -0.60644
C 3.82059 -3.51952 2.55505
S 3.39087 -1.73794 2.63041
O 4.70228 -1.03141 2.83964
C 3.04754 -1.31852 0.84062
H 4.18199 -3.70134 3.56719
H 4.66692 -3.72291 1.89897
H 3.09675 -4.18208 2.08048
H 2.49722 -0.37763 0.83948
H 2.59051 -2.17484 0.34467
H 4.04090 -1.34739 0.39287

Which structure is the least stable? The one labeled (two).

(one)
The following is a DFT calculation (the ωB97M-V functional and the def2-TZVPD basis) of 3 unconnected molecules or ions with the total composition CH3F2OP.

Output
Multiplicity: 1
HOMO (alpha / beta), eV: -9.8113 / -9.8117
Charge: 0

Geometry (Å):
C 0.51176 0.00625 -0.78765
O -0.71190 -0.05313 -1.10653
F 1.81386 -0.17387 -4.61648
F 0.04379 -1.28648 -3.78838
P 1.68721 -1.49060 -3.69261
H 1.30955 -0.78236 -1.94493
H 0.74550 -0.71511 0.09559
H 1.12364 0.92438 -0.88063

(two)
The following is a DFT calculation (the ωB97M-V functional and the def2-TZVPD basis) of CH3F2OP in the gas phase.

Output
Multiplicity: 1
HOMO, eV: -9.9243
Charge: 0

Geometry (Å):
C -0.42642 -0.76393 0.89097
O -0.65701 0.11906 -0.10345
P 1.00771 1.09628 -0.78323
F 0.18852 2.41702 -1.18277
F 1.01238 0.49134 -2.23786
H 0.30037 -0.66254 1.63697
H -0.07108 -1.61182 0.39396
H -1.35447 -1.08541 1.38541

Which structure is the least stable? The one labeled (one).

(one)
The following is a DFT calculation (the ωB97M-V functional and the def2-TZVPD basis) of C2H3F2I in the gas phase.

Output
Multiplicity: 1
HOMO, eV: -9.4976
Charge: 0

Geometry (Å):
F -0.39730 1.59766 -0.20062
C 0.24848 0.39579 -0.21947
C 0.20199 -0.21758 1.15710
F 0.63413 -1.46819 1.20246
I 1.93691 1.24971 2.41694
H -0.26609 -0.24106 -0.95134
H 1.27712 0.57955 -0.54950
H -0.70611 -0.07122 1.73191

(two)
The following is a DFT calculation (the ωB97M-V functional and the def2-TZVPD basis) of 2 unconnected molecules or ions with the total composition C2H3F2I.

Output
Multiplicity: 1
HOMO (alpha / beta), eV: -9.2145 / -9.0068
Charge: 0

Geometry (Å):
C 1.26498 0.43405 1.07085
C -1.04386 -0.34170 -0.63936
F -0.68223 0.61051 -1.49632
F -2.23133 -0.02480 -0.21241
I -0.88721 -2.28434 -1.41340
H 1.11147 1.41414 1.45485
H 0.52072 -0.39801 1.01326
H 1.94746 0.59015 0.22252

Which structure is the least stable? The one labeled (two).

(one)
The following is a DFT calculation (the ωB97M-V functional and the def2-TZVPD basis) of 2 unconnected molecules or ions with the total composition C5H6N.

Output
⟨S²⟩: 2.01
Multiplicity: 3
HOMO (alpha / beta), eV: -13.5532 / -16.0655
Charge: +1

Geometry (Å):
C 0.60401 -1.50252 0.00729
C 3.08012 2.08990 -0.64034
C -1.94835 -0.93423 0.59441
C -1.42078 0.31955 -0.00731
C -0.43977 -0.90861 0.15721
N 2.11727 2.01684 -0.07186
H 1.59496 -2.02112 -0.04919
H 4.07061 2.05423 -1.09240
H -2.25569 -1.06220 1.53166
H -2.54558 -1.62113 0.00921
H -1.59956 0.38762 -1.10390
H -1.25724 1.18167 0.66521

(two)
The following is a DFT calculation (the ωB97M-V functional and the def2-TZVPD basis) of a gas-phase ion, C5H6N (charge +1).

Output
⟨S²⟩: 2.01
Multiplicity: 3
HOMO (alpha / beta), eV: -11.8949 / -16.0782
Charge: +1

Geometry (Å):
C 2.12423 0.59038 -0.48648
C 1.60459 -0.85208 0.14777
C -0.60744 0.81306 0.54221
C -1.08978 -0.54779 0.16471
C 0.35917 -0.32710 0.10524
N 2.73282 0.09144 0.43044
H 1.99741 1.16298 -1.46829
H 2.02761 -1.85132 -0.27660
H -0.71196 1.77224 0.06142
H -0.53672 0.91754 1.71907
H -1.56564 -1.23700 0.79834
H -1.64315 -0.69220 -0.80106

Which structure is the least stable? The one labeled (two).

(one)
The following is a DFT calculation (the ωB97M-V functional and the def2-TZVPD basis) of a gas-phase ion, CH3N2O2S (charge +1).

Output
Multiplicity: 1
HOMO, eV: -16.9653
Charge: +1

Geometry (Å):
C -1.25859 1.96055 -0.16722
N -0.56445 1.06143 0.09241
S 0.98906 -0.28021 0.14059
N 0.07900 -1.62574 0.05368
O 1.50786 0.09381 -1.07373
O 1.29948 0.02634 1.46951
H -1.88183 2.84652 -0.44636
H -0.48683 -1.71850 -0.73796
H 0.31630 -2.36420 0.66908

(two)
The following is a DFT calculation (the ωB97M-V functional and the def2-TZVPD basis) of a gas-phase ion, CH3N2O2S (charge +1).

Output
Multiplicity: 1
HOMO, eV: -17.6346
Charge: +1

Geometry (Å):
C -0.31740 1.72030 1.68133
N 0.06264 1.29385 0.69416
S 0.47702 0.70533 -1.29752
N 0.22211 -0.75934 -1.01768
O -0.52463 1.38737 -1.98101
O 1.88891 1.04544 -1.26852
H -0.36785 1.98474 2.80013
H -0.71066 -1.25222 -1.12699
H 1.10899 -1.32552 -0.84159

Which structure is the least stable? The one labeled (one).

(one)
The following is a DFT calculation (the ωB97M-V functional and the def2-TZVPD basis) of 2 unconnected molecules or ions with the total composition C3H13N2.

Output
Multiplicity: 1
HOMO, eV: -14.4628
Charge: +1

Geometry (Å):
C -0.68517 1.88281 -1.09540
N 0.61981 1.68149 -0.44199
H -0.63374 2.63141 -1.89972
H -1.40625 2.29059 -0.39437
H -1.05147 1.03493 -1.67443
H 1.26781 1.25227 -1.09458
H 1.05022 2.58970 -0.33806
H 0.46881 0.17113 0.31690
C 0.37926 -1.80453 -0.51841
N 0.42537 -0.85757 0.61459
C -0.75307 -0.98725 1.54425
H -0.40468 -1.48749 -1.18962
H 0.40230 -2.82580 -0.15291
H 1.29847 -1.75781 -1.11009
H 1.25213 -1.06456 1.16389
H -0.55342 -0.36881 2.40700
H -1.63439 -0.64052 1.00382
H -0.94576 -2.04334 1.69803

(two)
The following is a DFT calculation (the ωB97M-V functional and the def2-TZVPD basis) of 2 unconnected molecules or ions with the total composition C3H13N2.

Output
Multiplicity: 1
HOMO, eV: -12.2132
Charge: +1

Geometry (Å):
C 0.44517 2.14606 2.27089
N -0.25836 0.90252 1.96367
C -0.29859 0.63924 0.53620
H 1.52270 1.98624 2.24045
H 0.18997 2.96749 1.58860
H 0.17618 2.46071 3.27648
H -1.20416 0.96966 2.31931
H -0.69691 1.48746 -0.03230
H -0.85230 -0.28379 0.34820
H 0.74088 0.42656 0.25199
C -0.60034 -1.75082 -2.26934
N 0.65826 -1.68297 -1.44502
H -1.14710 -0.82448 -2.11451
H -0.32198 -1.78199 -3.31757
H -1.19364 -2.59673 -1.94530
H 0.44685 -1.84510 -0.45718
H 1.10498 -0.77069 -1.52456
H 1.28840 -2.44938 -1.69000

Which structure is the least stable? The one labeled (two).

(one)
The following is a DFT calculation (the ωB97M-V functional and the def2-TZVPD basis) of 2 unconnected molecules or ions with the total composition C7H13N3.

Output
Multiplicity: 1
HOMO, eV: -7.9634
Charge: 0

Geometry (Å):
C -3.44773 -0.23949 0.22008
C -4.06382 -0.62841 -0.85564
C 1.50111 0.46566 -0.49814
C 2.86016 0.93904 -0.72681
C 1.13885 -1.89653 0.62787
C -1.07542 1.69365 1.49267
C 1.20702 -1.06717 -0.65863
N -1.39137 0.61671 -0.67527
N 0.68788 1.30605 -0.00625
N -0.73026 1.10955 0.16227
H -5.03903 -1.13946 -0.99857
H -3.51002 -0.38985 -1.84192
H 2.99463 2.03169 -0.28591
H 3.57962 0.29225 0.00888
H 3.11012 0.79395 -1.81093
H 0.49577 -2.67247 0.50686
H 2.09768 -2.18091 1.04402
H 0.55739 -1.45469 1.44088
H -1.77848 1.02824 1.82796
H -0.23365 1.60647 2.21933
H -1.28963 2.67063 1.23786
H 1.96657 -1.57510 -1.26471
H 0.36261 -1.30984 -1.16590

(two)
The following is a DFT calculation (the ωB97M-V functional and the def2-TZVPD basis) of C7H13N3 in the gas phase.

Output
Multiplicity: 1
HOMO, eV: -9.5095
Charge: 0

Geometry (Å):
C 1.27643 -0.94765 0.82050
C -0.12055 -1.28330 0.38444
C -0.50514 -0.10112 -0.64939
C -1.88995 -0.33706 -1.15942
C -2.88772 -0.04084 -0.03502
C -2.01258 0.74780 1.01294
C -0.76644 1.10330 0.17931
H 1.69985 -1.85698 1.52359
H 1.30975 -0.06334 1.46589
H -0.75508 -1.16661 1.32737
H -0.33281 -2.36187 -0.10776
H 0.36977 0.01852 -1.37249
H -1.92747 -1.37864 -1.64869
H -1.96172 0.43300 -1.94228
H -3.64855 0.77705 -0.41745
H -3.28722 -1.12592 0.11335
H -2.69664 1.63353 1.06965
H -1.68431 0.25736 1.98681
H 0.18001 1.59028 0.77520
H -0.89295 2.08318 -0.51938
N 2.90370 1.47814 -0.13550
N 2.58691 0.29620 -0.32210
N 2.37555 -0.87240 -0.33868

Which structure is the least stable? The one labeled (one).